Record 1
Entry from the OMol25 dataset: the ion C7H10ClN2O3S with charge -1 at a distorted geometry (ωB97M-V/def2-TZVPD).

Summary:
* largest force on an atom: 3.9 eV Å⁻¹
* net charge: -1
* electronic energy: -1466.37897 a.u.

Geometry (Å):
H 2.915 1.038 -1.669
N 2.721 0.386 -0.871
C 1.509 0.149 -0.577
C 0.481 0.999 -1.205
C -0.515 1.418 -0.141
N -1.700 2.065 -0.621
Cl 0.124 2.725 1.004
C -0.989 0.001 0.923
S -2.513 -0.746 -0.046
O -3.615 0.126 0.374
O -2.057 -0.698 -1.425
O -2.713 -2.106 0.425
C 0.099 -0.966 1.109
C 1.311 -0.878 0.540
C 2.380 -1.835 0.922
H 0.918 1.801 -1.766
H 0.008 0.355 -1.941
H -2.567 1.713 -0.236
H -1.848 1.805 -1.586
H -1.427 0.317 1.930
H -0.269 -1.702 1.817
H 2.155 -2.213 1.889
H 3.222 -1.173 0.961
H 2.371 -2.580 0.191

***

Record 2
Entry from the OMol25 dataset: a structure of composition C7H10ClNW at a distorted geometry (ωB97M-V/def2-TZVPD).

Summary:
* 2S+1: 3
* largest force on an atom: 7.3 eV Å⁻¹
* net charge: 0
* energy relative to the best compared isomer or geometry (same formula, charge and spin): 0.0 kJ/mol
* electronic energy: -854.69919 a.u.

Geometry (Å):
C -0.842 0.945 -1.830
C 0.555 0.847 -2.150
C 1.268 1.793 -1.339
C 0.313 2.462 -0.495
C -0.986 1.912 -0.773
W 0.328 0.319 -0.011
N -1.027 -1.183 0.299
C -0.509 -2.429 -0.095
C 0.839 -1.817 -0.630
H 2.328 2.013 -1.413
H 0.986 0.236 -2.937
H 0.523 3.284 0.180
H -1.927 2.241 -0.341
H -1.652 0.433 -2.343
H 0.957 -1.935 -1.710
H -1.096 -2.942 -0.877
H -1.958 -1.150 0.699
H 1.718 -2.170 -0.083
H -0.349 -3.129 0.741
Cl 1.383 0.702 1.956

***

Record 3
Entry from the OMol25 dataset: a structure of composition C7H10CuN2O3 at a distorted geometry (ωB97M-V/def2-TZVPD).

Summary:
* 2S+1: 2
* largest force on an atom: 4.8 eV Å⁻¹
* net charge: -2
* energy relative to the best compared isomer or geometry (same formula, charge and spin): 88.8 kJ/mol
* electronic energy: -2248.14276 a.u.

Geometry (Å):
C -0.863 1.058 -1.904
C 0.542 0.855 -2.161
C 1.285 1.600 -1.180
C 0.352 2.272 -0.334
C -0.970 1.926 -0.759
Cu -0.003 0.010 -0.321
N -1.318 -1.196 0.254
C -0.325 -2.202 0.119
C 0.844 -1.828 -0.740
H 2.377 1.676 -1.131
H 0.967 0.223 -2.946
H 0.604 2.975 0.467
H -1.904 2.304 -0.329
H -1.691 0.604 -2.457
H 0.830 -1.992 -1.817
H -0.869 -2.919 -0.480
H -1.967 -1.085 1.031
H 1.857 -1.817 -0.342
H 0.079 -2.628 1.032
O -0.017 1.123 4.154
N 0.037 0.028 3.552
O -0.031 -1.106 4.046
O 0.184 0.118 2.245

***

Record 4
Entry from the OMol25 dataset: a cluster of 2 separate species, C7H10F3N2 in total at a distorted geometry (ωB97M-V/def2-TZVPD).

Summary:
* largest force on an atom: 5.7 eV Å⁻¹
* net charge: +1
* energy relative to the best compared isomer or geometry (same formula, charge and spin): 0.0 kJ/mol
* electronic energy: -681.48364 a.u.

Geometry (Å):
C -0.918 1.565 -1.268
C 0.442 1.776 -0.874
C -1.695 0.636 -0.797
C -0.523 -0.573 0.524
C 1.132 0.979 -0.011
C -3.077 0.273 -0.783
C -1.130 -1.845 1.047
N 0.681 -0.164 0.604
N 2.812 -1.655 0.859
F -2.388 -1.598 1.456
F -1.159 -2.685 0.015
F -0.410 -2.331 2.093
H -1.491 2.206 -1.971
H 0.923 2.621 -1.283
H 2.232 1.115 0.160
H -3.808 0.479 0.036
H -3.215 -0.921 -0.774
H -3.673 0.767 -1.616
H 1.395 -0.907 0.966
H 3.099 -1.698 -0.104
H 3.507 -1.148 1.290
H 2.838 -2.640 1.160

***

Record 5
Entry from the OMol25 dataset: an isolated molecule of C7H10FN at a distorted geometry (ωB97M-V/def2-TZVPD).

Summary:
* largest force on an atom: 6.7 eV Å⁻¹
* net charge: 0
* energy relative to the best compared isomer or geometry (same formula, charge and spin): 171.4 kJ/mol
* electronic energy: -427.25730 a.u.

Geometry (Å):
C -0.321 -2.068 0.420
C -0.132 -0.575 0.403
C -0.169 0.093 1.576
C -0.146 1.585 1.518
C 0.839 2.052 0.435
N 1.002 1.378 -0.616
C -0.164 0.083 -0.869
C 0.304 -0.500 -2.195
F -1.285 0.697 -1.145
H 0.038 -2.511 1.399
H 0.220 -2.512 -0.428
H -1.324 -2.165 0.283
H -0.271 -0.411 2.587
H -1.209 1.730 1.121
H -0.097 2.250 2.422
H 1.483 2.929 0.662
H 1.322 -0.953 -2.162
H 0.402 0.153 -3.013
H -0.493 -1.256 -2.400

***

Record 6
Entry from the OMol25 dataset: the ion C7H10FN2 with charge +1 at a distorted geometry (ωB97M-V/def2-TZVPD).

Summary:
* largest force on an atom: 5.6 eV Å⁻¹
* net charge: +1
* energy relative to the best compared isomer or geometry (same formula, charge and spin): 206.1 kJ/mol
* electronic energy: -481.72097 a.u.

Geometry (Å):
C 0.471 -1.563 1.263
C -0.468 -0.222 -1.341
C 1.016 0.609 0.448
C -0.996 -0.141 -2.574
C -1.026 -1.669 1.196
C -1.409 -1.710 -0.272
C 1.404 1.783 1.248
N 1.220 -0.602 0.875
N 0.380 0.743 -0.732
F -0.692 -2.760 -0.816
H 0.917 -2.537 1.519
H -0.628 0.506 -3.246
H -1.840 -0.793 -2.935
H -1.515 -2.549 1.557
H -1.558 -0.951 1.768
H -2.505 -1.749 -0.716
H 2.172 1.474 2.008
H 0.697 2.325 1.723
H 1.959 2.559 0.600
H 0.394 1.686 -1.066

***

Record 7
Entry from the OMol25 dataset: an isolated molecule of C7H10FN3O2 at a distorted geometry (ωB97M-V/def2-TZVPD).

Summary:
* largest force on an atom: 5.4 eV Å⁻¹
* net charge: 0
* energy relative to the best compared isomer or geometry (same formula, charge and spin): 188.7 kJ/mol
* electronic energy: -687.28847 a.u.

Geometry (Å):
H -2.116 1.196 2.062
N -2.038 0.667 1.150
C -1.493 -0.405 1.115
F -0.674 -0.868 2.238
C -1.613 -1.480 0.125
C -1.361 -0.938 -1.336
C -0.641 0.112 -1.739
C 0.145 1.021 -0.944
O 0.390 2.226 -1.326
N 0.745 0.485 -0.009
C 1.681 1.236 0.788
C -0.700 -2.626 0.566
N 0.624 -2.242 0.601
O -1.077 -3.764 0.734
H -2.685 -1.720 0.140
H -1.739 -1.494 -2.203
H -0.641 0.215 -2.829
H -0.311 2.344 -2.094
H 2.454 1.691 0.177
H 1.134 2.047 1.151
H 2.150 0.546 1.512
H 0.724 -1.214 0.451
H 1.350 -2.940 0.889

***

Record 8
Entry from the OMol25 dataset: a structure of composition C7H10FNPb at a distorted geometry (ωB97M-V/def2-TZVPD).

Summary:
* largest force on an atom: 3.1 eV Å⁻¹
* net charge: 0
* electronic energy: -619.97961 a.u.

Geometry (Å):
C 0.645 0.314 -1.871
C 0.355 1.544 -1.213
C -1.062 1.685 -1.145
C -1.649 0.555 -1.781
C -0.590 -0.297 -2.228
Pb -1.219 -1.099 0.643
N 0.587 -2.354 0.480
C 1.369 -0.572 2.389
C 1.186 0.741 2.175
H -1.584 2.540 -0.724
H 1.090 2.263 -0.847
H -2.709 0.386 -1.919
H -0.698 -1.225 -2.776
H 1.643 -0.056 -2.101
H 1.827 1.273 1.481
H 2.231 -1.097 1.965
H 0.575 -3.356 0.208
H 0.423 1.317 2.692
H 0.739 -1.144 3.084
F -3.160 -1.417 1.489

***

Record 9
Entry from the OMol25 dataset: a structure of composition C7H10FeIN at a distorted geometry (ωB97M-V/def2-TZVPD).

Summary:
* 2S+1: 6
* largest force on an atom: 4.8 eV Å⁻¹
* net charge: -1
* energy relative to the best compared isomer or geometry (same formula, charge and spin): 0.0 kJ/mol
* electronic energy: -1888.79266 a.u.

Geometry (Å):
C 0.466 -0.823 -1.606
C -0.301 0.322 -1.900
C -1.476 0.328 -1.034
C -1.504 -0.921 -0.350
C -0.296 -1.636 -0.674
Fe 0.480 0.540 0.089
N -0.088 -3.034 -0.649
C 1.735 1.735 -0.487
C 0.709 2.556 0.129
H -2.230 1.129 -1.039
H -0.064 1.009 -2.690
H -2.295 -1.367 0.264
H -0.911 -3.309 -1.239
H 1.434 -1.188 -1.906
H -0.002 3.126 -0.498
H 2.667 1.709 0.111
H 0.660 -3.342 -1.280
H 0.968 3.093 1.068
H 1.850 1.634 -1.576
I 0.702 -0.173 2.392

***

Record 10
Entry from the OMol25 dataset: the ion C7H10IN4 with charge +1 at a distorted geometry (ωB97M-V/def2-TZVPD).

Summary:
* largest force on an atom: 3.9 eV Å⁻¹
* net charge: +1
* energy relative to the best compared isomer or geometry (same formula, charge and spin): 0.0 kJ/mol
* electronic energy: -789.21332 a.u.

Geometry (Å):
C 0.220 2.583 -0.553
N 0.088 1.378 0.234
C -1.072 1.101 1.019
N -1.855 -0.024 0.512
I -3.793 0.191 -0.163
C -1.087 -1.220 0.203
N -1.717 -2.324 -0.150
C 0.306 -1.045 0.196
C 1.354 -1.951 -0.011
N 2.440 -1.239 -0.309
C 2.184 0.103 -0.314
C 0.867 0.277 0.033
H -0.086 2.433 -1.592
H -0.391 3.368 -0.111
H 1.257 2.914 -0.535
H -0.754 0.816 2.035
H -1.707 1.983 1.077
H -1.188 -3.130 -0.440
H -2.726 -2.371 -0.159
H 1.370 -3.017 0.087
H 3.345 -1.641 -0.506
H 2.945 0.815 -0.552

***

Record 11
Entry from the OMol25 dataset: the ion C7H10N with charge +1 at a distorted geometry (ωB97M-V/def2-TZVPD).

Summary:
* largest force on an atom: 3.7 eV Å⁻¹
* net charge: +1
* energy relative to the best compared isomer or geometry (same formula, charge and spin): 426.0 kJ/mol
* electronic energy: -327.03875 a.u.

Geometry (Å):
C 2.838 -1.221 0.107
C 2.052 -0.018 -0.113
C 1.938 1.208 -0.529
C 0.681 0.661 0.000
C -0.412 0.862 1.043
C -0.703 0.448 -0.298
C -1.737 -0.146 -0.837
N -3.030 -0.198 -0.061
H 3.879 -0.889 0.426
H 3.082 -1.578 -1.011
H 2.259 -2.054 0.730
H 2.385 2.113 -0.902
H -0.803 1.807 1.300
H -0.505 0.192 1.835
H -1.839 -0.673 -1.816
H -3.291 0.680 0.378
H -3.027 -0.940 0.606
H -3.767 -0.255 -0.858

***

Record 12
Entry from the OMol25 dataset: an isolated molecule of C7H10N2 at a distorted geometry (ωB97M-V/def2-TZVPD).

Summary:
* largest force on an atom: 3.6 eV Å⁻¹
* net charge: 0
* energy relative to the best compared isomer or geometry (same formula, charge and spin): 578.2 kJ/mol
* electronic energy: -382.03194 a.u.

Geometry (Å):
C 0.124 -0.363 0.063
C -3.065 1.786 0.311
C -0.988 -1.033 0.243
C 1.215 0.338 0.120
C -1.264 -2.414 -0.197
C 1.713 0.746 -1.278
C 2.003 0.849 1.241
N -2.152 -0.376 0.618
N -2.563 0.721 0.330
H -1.435 -2.245 -1.231
H -0.526 -3.177 0.031
H -2.209 -2.769 0.251
H 2.600 -0.006 -1.561
H 2.305 1.739 -1.277
H 0.915 0.661 -2.068
H 2.963 0.345 1.296
H 1.569 0.779 2.220
H 2.280 1.864 1.054
H -3.487 2.556 -0.167